DFT (ωB97M-V/def2-TZVPD) results for a molecular structure, C33H30F3N2O8PbS3Sb in a non-equilibrium geometry.

Element x y z (Å)
Pb  0.24287  -0.29507  0.43260
N  -0.59551  0.97613  2.56901
C  0.61871  1.54707  3.16834
C  1.67127  0.45137  3.35456
O  2.28849  0.33753  4.39558
N  1.85013  -0.31179  2.22386
C  2.71910  -1.39675  2.31173
C  2.14265  -2.67488  1.49494
O  2.50726  -3.73475  1.94724
O  1.45045  -2.38447  0.48170
H  -1.28590  1.69498  2.36660
H  -1.02502  0.33406  3.22890
H  0.44629  2.01955  4.13646
H  1.02103  2.29395  2.47698
H  2.97319  -1.66718  3.33495
H  3.63936  -1.23853  1.73244
C  -3.54824  3.96012  0.29108
C  -2.15721  3.96352  -0.32485
S  -1.40371  2.37407  -0.82947
C  -2.69016  1.66728  -1.90744
C  -3.83629  0.84007  -1.27709
S  -3.46387  -0.04874  0.27813
C  -4.82350  0.47754  1.37802
C  -5.12525  1.96010  1.52502
S  -3.70831  3.05578  1.86838
H  -4.28062  3.54916  -0.40099
H  -3.82365  4.99266  0.50732
H  -1.42566  4.37593  0.37202
H  -2.18357  4.59543  -1.21432
H  -2.11122  1.05406  -2.59586
H  -3.11532  2.49515  -2.47642
H  -4.15181  0.08739  -1.99976
H  -4.68858  1.47595  -1.04916
H  -4.52464  0.04670  2.33426
H  -5.73259  -0.02527  1.04444
H  -5.80314  2.08689  2.36956
H  -5.62422  2.35723  0.64331
O  -0.77198  -2.33802  -6.07369
C  -0.69555  -1.77820  -5.01728
C  0.43305  -0.85787  -4.54701
O  1.39721  -0.53537  -5.19786
C  0.12077  -0.50719  -3.13966
C  -0.95779  -1.37193  -2.65510
O  -1.20263  -1.66944  -1.48377
C  -1.70500  -1.83099  -3.87264
O  -2.89066  -2.02555  -3.97950
O  0.59300  0.44410  -2.48102
F  7.83454  0.39671  2.69184
C  6.75930  0.42274  1.88516
C  5.77873  1.37170  2.11276
C  4.68030  1.40060  1.26863
C  4.56966  0.49625  0.21549
C  5.56877  -0.45064  0.01575
C  6.67771  -0.49029  0.85235
Sb  2.81080  0.59039  -1.03996
C  3.62400  -0.55199  -2.65030
C  4.38654  0.04812  -3.64415
C  4.89360  -0.71049  -4.68636
C  4.62536  -2.06580  -4.71068
F  5.13452  -2.80782  -5.70757
C  3.86618  -2.68510  -3.73747
C  3.35895  -1.91695  -2.70035
C  3.20209  2.62929  -1.59254
C  4.51450  3.08795  -1.67407
C  4.77938  4.42619  -1.92192
C  3.71537  5.29427  -2.07979
F  3.96472  6.59296  -2.31620
C  2.40416  4.86857  -1.99944
C  2.15209  3.52674  -1.75301
H  5.87864  2.06203  2.93973
H  3.89801  2.13550  1.43162
H  5.48366  -1.16304  -0.79647
H  7.46574  -1.21854  0.71448
H  4.58422  1.11214  -3.60972
H  5.48412  -0.26288  -5.47415
H  3.67852  -3.74863  -3.79985
H  2.75727  -2.38811  -1.92877
H  5.34078  2.40295  -1.52831
H  5.79358  4.79702  -1.98612
H  1.60182  5.58328  -2.12747
H  1.12956  3.17325  -1.68789

Values from the calculation:
total charge: 0
LUMO (spin up / spin down): -3.50 / -2.13 eV
orbital gap (spin up / spin down): 4.491 / 6.510 eV
DFT total energy: -3914.1097 hartree
E_HOMO (spin up / spin down): -7.99 / -8.64 eV
energy above the lowest of the compared OMol25 structures with the same formula, charge and spin: 77.5 kcal per mole

Atom charges from the Löwdin analysis, given in e for atoms 1 to 8:
1. Pb 1.31
2. N -0.08
3. C -0.17
4. C -0.49
5. O 0.11
6. N -0.06
7. C -0.12
8. C -0.61